# C36H49LiN5Si2Te

A molecular structure, C36H49LiN5Si2Te (ωB97M-V with the def2-TZVPD basis set, the OMol25 dataset).

Atoms and positions in Å:
1 Te -0.0083 0.0364 2.7075
2 Si -0.8132 5.1064 0.9591
3 Si 0.9325 1.2788 -2.6238
4 N 1.7466 -0.3655 0.7964
5 N -1.8092 -1.9613 0.3347
6 N -0.5266 -1.4396 0.3629
7 N -2.3050 0.2906 -0.1173
8 N -4.5391 0.9770 -0.1084
9 C -0.1466 2.1882 1.5217
10 C 0.7141 3.2319 -4.8672
11 C 2.9725 -0.6609 -2.7485
12 C 0.8586 -1.3237 -3.8431
13 C 2.4303 2.4555 -2.2746
14 C -1.1402 6.0494 2.5555
15 C -2.3677 5.2239 -0.0990
16 C -0.4409 3.3679 1.3369
17 C 0.9415 -1.8339 6.3764
18 C 1.3734 0.8988 6.5456
19 C 1.2617 0.1432 7.7072
20 C -2.6798 -1.0311 0.1304
21 C -6.8551 -1.8648 0.1517
22 C 0.6207 5.9251 0.0646
23 C 1.0595 -1.0919 5.2077
24 C 1.8301 -0.1595 -3.6397
25 C 4.1103 -0.4932 1.2064
26 C 1.0420 -1.2234 7.6209
27 C -0.9208 3.3478 -3.0150
28 C -5.9488 -2.9178 0.2607
29 C -3.2042 1.1976 -0.2035
30 C -6.4033 -0.5653 0.0279
31 C -0.1065 2.3872 -3.8895
32 C -1.1015 1.5299 -4.6726
33 C 1.7512 -1.7101 0.6247
34 C 1.3385 1.0553 4.0070
35 C 4.0961 -1.8947 1.0917
36 C 0.9449 -1.6524 3.8270
37 C 2.4349 0.2187 -4.9897
38 C 2.9023 -2.4993 0.8089
39 C -4.1137 -1.3590 0.1274
40 C 1.2741 0.2976 5.3009
41 C 0.4544 -2.2832 0.4055
42 C 2.9466 0.2095 1.0473
43 C -4.5919 -2.6639 0.2489
44 C -5.0323 -0.3157 0.0154
45 Li -0.2017 0.5017 -0.4285
46 H 0.7640 -2.9016 6.3094
47 H 0.4527 -1.6572 -2.8841
48 H -1.6734 0.8864 -3.9959
49 H -2.2307 4.7209 -1.0585
50 H 0.9432 -1.8169 8.5221
51 H -1.3884 7.0933 2.3476
52 H -2.8981 2.2290 -0.3545
53 H 1.1058 2.1129 4.0932
54 H 3.1168 1.0674 -4.8971
55 H 2.9294 1.2938 1.0921
56 H -1.8137 2.1619 -5.2232
57 H 1.5317 5.8233 0.6570
58 H 3.0596 2.0359 -1.4870
59 H -3.8691 -3.4627 0.3377
60 H 0.0560 3.8469 -5.4991
61 H 2.6254 -0.8814 -1.7375
62 H -1.6125 2.7877 -2.3768
63 H 5.0047 -2.4688 1.2096
64 H 1.5252 1.9705 6.6095
65 H 2.8238 -3.5747 0.7011
66 H 2.3289 0.9416 3.5491
67 H -1.5080 4.0427 -3.6331
68 H 0.4423 6.9885 -0.1137
69 H 1.3632 -2.1770 -4.3183
70 H -1.9660 5.6037 3.1125
71 H 3.0649 2.6563 -3.1436
72 H 5.0411 0.0351 1.3669
73 H 0.4348 -2.6152 3.7981
74 H 0.0133 -1.0393 -4.4753
75 H 0.8042 5.4404 -0.8947
76 H 1.3347 0.6251 8.6745
77 H 3.4074 -1.5817 -3.1625
78 H -6.3103 -3.9326 0.3573
79 H -2.6249 6.2676 -0.2971
80 H -7.9199 -2.0584 0.1612
81 H 3.0145 -0.6221 -5.3987
82 H 3.7688 0.0809 -2.6731
83 H -3.2138 4.7619 0.4152
84 H -0.2794 3.9421 -2.3601
85 H 1.9421 -1.7655 3.3862
86 H 1.3260 2.6181 -5.5244
87 H 1.3824 3.9101 -4.3329
88 H 0.2851 -3.3581 0.4053
89 H 2.0665 3.4169 -1.9034
90 H -7.1028 0.2574 -0.0597
91 H -0.2589 6.0332 3.1989
92 H -5.1822 1.7454 -0.1928
93 H -0.6023 0.8844 -5.4023
94 H 1.6693 0.4768 -5.7256

Computed properties:
total charge = -1
frontier orbital gap = 0.183 Ha
spin multiplicity = 1
energy above the lowest of the compared OMol25 structures with the same formula, charge and spin = 25.81 kcal/mol
largest force on an atom = 1.2 eV/A
HOMO energy = -3.12 eV


# C5H14OS2

2 unconnected molecules or ions with the total composition C5H14OS2 (ωB97M-V with the def2-TZVPD basis set, the OMol25 dataset).

Atoms and positions in Å:
1 S 0.8515 1.8230 -1.2062
2 S 2.6002 0.4638 -1.0766
3 O -0.7622 -3.3077 3.6981
4 C -2.3923 1.2700 -2.4215
5 C -0.8716 2.0875 -0.4700
6 C -2.0599 1.0988 -0.9286
7 C 3.3235 -1.3557 0.8912
8 C 2.1105 -0.5305 0.3942
9 H 3.6482 -2.1643 0.2153
10 H 2.9676 -1.6793 1.9359
11 H -1.6438 2.0345 -2.9237
12 H -2.5830 0.3027 -2.7560
13 H -1.6689 -3.3453 3.5287
14 H -3.4454 1.7421 -2.6690
15 H -1.2312 3.1270 -0.7816
16 H 4.1208 -0.6337 0.9409
17 H -2.8930 0.9897 -0.2375
18 H -1.7210 0.0777 -0.6633
19 H -0.3616 -2.9434 2.8461
20 H 1.2716 -1.1602 -0.0350
21 H -0.7584 1.9866 0.6741
22 H 1.4984 0.1167 1.0445

Computed properties:
SMILES string = CCCSSCC.O
frontier orbital gap = 0.262 Ha
spin multiplicity = 1
energy above the lowest of the compared OMol25 structures with the same formula, charge and spin = 81.37 kcal/mol
largest force on an atom = 3.9 eV/A
HOMO energy = -8.00 eV


# C33H62O18S

A molecular structure, C33H62O18S (ωB97M-V with the def2-TZVPD basis set, the OMol25 dataset).

Atoms and positions in Å:
1 S -2.4095 0.8212 -0.1236
2 O 0.3935 -0.5009 -0.6439
3 O -0.6658 -2.8603 4.7150
4 O -1.7678 -2.1375 6.4772
5 O -1.1578 1.2412 0.8350
6 O 3.9590 0.1074 -2.1457
7 O 4.4321 -1.5144 -3.5498
8 O 1.9298 -3.0415 1.1185
9 O 8.1168 -3.9506 -6.7739
10 O -5.7913 0.4295 5.0072
11 O -4.9925 -1.0637 6.4071
12 O -1.1079 6.0593 -0.4588
13 O -3.8578 1.2484 0.7391
14 O -2.4385 1.6368 -1.3152
15 O 0.5557 -4.7462 0.8802
16 O 7.5261 -5.9293 -5.9973
17 O -6.3431 5.3724 -1.0982
18 O -1.0920 7.2412 -2.3127
19 O -6.6559 7.0770 0.2589
20 C 7.7511 -5.0710 -7.0085
21 C -2.3515 -2.3512 7.7681
22 C -5.9029 1.7763 4.5325
23 C -1.7826 -5.0969 0.3145
24 C 6.2702 -0.2418 -2.5253
25 C 7.9242 -8.2701 -6.5321
26 C -4.6065 0.1646 0.6380
27 C -5.8805 6.3722 -0.3292
28 C -0.4387 -4.1967 6.6538
29 C 6.9096 -7.2115 -6.1531
30 C -4.9314 2.0586 3.4057
31 C -1.3975 -1.9536 8.8770
32 C -4.9079 0.0393 5.9368
33 C 0.8386 -3.5022 1.3219
34 C 6.0627 -3.3123 -3.7515
35 C 0.4698 8.6462 -3.5421
36 C -5.3687 -0.7502 0.6424
37 C -3.7720 0.9621 6.3058
38 C -0.7949 7.0778 -1.0104
39 C -0.0815 1.8703 0.1279
40 C 0.4774 0.8597 -0.9821
41 C 7.6276 -5.5635 -8.4292
42 C 0.0051 8.1405 -0.2982
43 C 1.7978 0.1218 -0.5551
44 C 5.3257 -2.1878 -4.4452
45 C -0.2493 -2.6946 1.9761
46 C -0.9400 8.4792 -3.0146
47 C -4.3898 6.5230 -0.1513
48 C -0.6328 -5.4526 1.2345
49 C -0.9837 -3.0330 5.8629
50 C -5.5117 4.6122 -1.9851
51 C 4.8020 -0.5113 -2.7416
52 C -4.8354 3.4664 -1.2657
53 H -4.0123 2.0186 6.2122
54 H 7.4512 -9.2512 -6.5879
55 H -2.6667 -5.6881 0.5593
56 H 2.2658 -0.5007 -1.2950
57 H 6.0029 -1.4805 -4.9261
58 H 8.3880 -8.0557 -7.4956
59 H -4.0770 5.9743 0.7361
60 H 7.2952 -4.7338 -9.0496
61 H -0.7441 -2.0858 1.2169
62 H 8.7257 -8.3076 -5.7937
63 H -0.3022 8.1562 0.7456
64 H 1.1999 8.6836 -2.7329
65 H 0.5543 9.5640 -4.1253
66 H 0.5384 -3.9285 7.0543
67 H -1.6359 8.4327 -3.8516
68 H 0.7993 1.9912 0.7589
69 H -1.2568 9.3203 -2.3957
70 H -1.0882 -4.5249 7.4619
71 H -1.0859 -0.9151 8.7544
72 H 0.2057 -2.0432 2.7136
73 H -4.1668 7.5800 -0.0135
74 H -3.5190 0.7932 7.3511
75 H 6.8962 -0.4918 -3.3788
76 H -1.5088 -5.2867 -0.7241
77 H -0.3941 -6.5107 1.1227
78 H -6.1787 4.2180 -2.7517
79 H -4.7975 5.2579 -2.4992
80 H 4.6991 -2.5997 -5.2357
81 H 1.0633 7.8874 -0.3547
82 H -5.0769 1.3527 2.5989
83 H -4.2561 2.8656 -1.9617
84 H 0.3903 1.1511 -2.0380
85 H -0.3270 -5.0446 5.9807
86 H -2.0423 -4.0405 0.3881
87 H 6.3986 0.8241 -2.3467
88 H -5.5795 2.8286 -0.7852
89 H 6.8976 -6.3593 -8.5595
90 H 6.6079 -0.7937 -1.6487
91 H -1.8761 -2.0645 9.8509
92 H 1.8721 -0.1454 0.5052
93 H -0.8788 -5.3000 2.2871
94 H 5.3545 -4.0127 -3.3059
95 H 6.6918 -3.8520 -4.4603
96 H 8.6039 -5.9004 -8.7761
97 H -3.8066 6.1932 -1.0074
98 H -6.9228 1.8741 4.1619
99 H -0.9833 -3.2887 2.5068
100 H -0.1519 9.1455 -0.6834
101 H -6.0380 -1.5824 0.6547
102 H -2.9068 0.7254 5.6867
103 H -4.1672 3.8234 -0.4821
104 H 0.7393 7.8008 -4.1759
105 H 6.6931 -2.9421 -2.9421
106 H -5.8040 2.4866 5.3556
107 H -3.8955 1.9592 3.7339
108 H -2.7073 -3.3772 7.8703
109 H 6.0761 -7.1614 -6.8556
110 H -5.0766 3.0694 3.0212
111 H -0.4910 -2.5608 8.8674
112 H 6.4808 -7.4543 -5.1815
113 H -0.3718 2.7642 -0.4327
114 H -3.2338 -1.7177 7.8010

Computed properties:
frontier orbital gap = 0.366 Ha
spin multiplicity = 1
largest force on an atom = 4.6 eV/A
HOMO energy = -9.33 eV


# C3H7NS

A single C3H7NS molecule (ωB97M-V with the def2-TZVPD basis set, the OMol25 dataset).

Atoms and positions in Å:
1 S 0.9597 0.3666 1.2207
2 N -0.6189 0.7441 -1.4725
3 C -0.3741 -0.5800 -0.9458
4 C -1.6475 0.0922 -0.6856
5 C 0.5983 -0.9175 0.1945
6 H -0.3166 -1.2276 -1.8635
7 H -1.6916 0.3982 0.3960
8 H -0.1998 1.3924 -0.7667
9 H -2.5580 -0.1841 -1.1608
10 H 0.3535 -1.8486 0.6566
11 H 1.5098 -1.1747 -0.2928
12 H 0.4201 0.0026 2.4282

Computed properties:
SMILES string = SC[C@H]1CN1
frontier orbital gap = 0.372 Ha
spin multiplicity = 1
energy above the lowest of the compared OMol25 structures with the same formula, charge and spin = 36.88 kcal/mol
largest force on an atom = 3.9 eV/A
HOMO energy = -9.38 eV


# C39H40IN5P2Pr

A molecular structure, C39H40IN5P2Pr (ωB97M-V with the def2-TZVPD basis set, the OMol25 dataset).

Atoms and positions in Å:
1 Pr -0.4582 -0.8002 -0.0401
2 I -3.2986 -5.7656 -3.2894
3 P 2.4211 -0.6581 -0.1912
4 P 0.7841 1.8199 -0.1966
5 N -2.4442 -2.2889 -0.8330
6 N 2.3237 1.0610 -0.2509
7 N -0.9823 -1.3151 2.4799
8 N -2.3195 0.7459 -0.0298
9 N 0.3335 -3.3229 0.1479
10 C -1.5094 2.3159 -3.5861
11 C 1.7784 3.9993 1.1348
12 C -3.2618 1.4198 -0.1301
13 C -6.7031 2.4442 -0.8739
14 C 3.4053 -2.4955 3.3279
15 C 1.4507 4.3669 -1.2307
16 C -0.9185 2.4792 -2.3436
17 C 0.1038 1.6255 -1.9241
18 C -3.4583 -4.2068 -1.8799
19 C 2.2234 -0.4964 3.9405
20 C -4.4195 3.4886 0.3442
21 C 6.8461 -0.9461 -1.2814
22 C -4.5628 -3.1288 -0.0596
23 C 6.4207 -0.2288 -0.1718
24 C -5.5765 4.2351 0.2928
25 C -6.7185 3.7131 -0.3053
26 C 5.0769 -0.1586 0.1298
27 C -0.2718 -3.7249 2.5399
28 C -0.3277 -4.2500 1.1050
29 C -0.1347 0.3926 -3.9947
30 C 2.8978 -1.6523 4.3045
31 C 3.2507 -2.1811 1.9897
32 C 2.5939 -1.0069 1.6163
33 C -1.1243 1.2703 -4.4135
34 C -4.5495 -4.1289 -1.0165
35 C 1.3488 3.5445 -0.1119
36 C 4.5729 -1.5277 -1.8059
37 C 1.9787 5.6392 -1.0931
38 C -5.5569 1.6813 -0.8339
39 C -3.5051 -2.2352 -0.0070
40 C -1.3561 -2.7043 2.8800
41 C 4.1554 -0.8155 -0.6894
42 C -4.4028 2.1977 -0.2140
43 C -2.4458 -3.2556 -1.7588
44 C 0.4837 0.5626 -2.7604
45 C 2.3166 5.2662 1.2566
46 C 2.0611 -0.1735 2.5995
47 C 2.4103 6.0900 0.1447
48 C 5.9266 -1.5862 -2.0969
49 H 7.8989 -1.0061 -1.5070
50 H -7.6234 4.2984 -0.3292
51 H -2.2609 3.0142 -3.9198
52 H -5.5325 0.6927 -1.2655
53 H 1.5814 0.7632 2.3162
54 H 1.1243 4.0288 -2.2028
55 H -0.2038 -1.0429 3.0947
56 H 2.6601 5.6088 2.2195
57 H -0.4010 -4.5791 3.2048
58 H 3.9466 -3.3835 3.6086
59 H 0.2963 -3.7910 -0.7649
60 H 2.8133 7.0853 0.2487
61 H -1.5440 -2.7390 3.9567
62 H -5.5838 5.2257 0.7202
63 H -1.7575 -0.7140 2.7826
64 H -5.3584 -4.8370 -1.0838
65 H 0.1537 -5.2342 1.0716
66 H -5.3784 -3.0461 0.6446
67 H -3.5307 3.8778 0.8144
68 H 2.0580 6.2805 -1.9571
69 H 0.1879 -0.4001 -4.6527
70 H -2.2857 -2.9707 2.3687
71 H 3.8553 -2.0315 -2.4391
72 H 1.6924 3.3586 2.0017
73 H -1.2141 3.3037 -1.7081
74 H -7.5857 2.0472 -1.3529
75 H 1.8541 0.1657 4.7081
76 H 6.2668 -2.1388 -2.9577
77 H 3.0416 -1.8897 5.3459
78 H 1.3714 -0.0353 -2.5436
79 H 3.6705 -2.8273 1.2273
80 H 7.1394 0.2657 0.4618
81 H 0.7168 -3.3058 2.7472
82 H -1.3703 -4.3873 0.7988
83 H 4.7377 0.3929 0.9960
84 H 1.3279 -3.3252 0.4095
85 H -3.5088 -1.4363 0.7294
86 H -1.5998 -3.2849 -2.4373
87 H 3.0547 1.5296 -0.7878
88 H -1.5678 1.1579 -5.3916

Computed properties:
total charge = +3
frontier orbital gap (alpha / beta) = 0.273 / 0.293 Ha
spin multiplicity = 3
energy above the lowest of the compared OMol25 structures with the same formula, charge and spin = 7.90 kcal/mol
largest force on an atom = 1.8 eV/A
HOMO energy (alpha / beta) = -15.98 / -15.99 eV


Number 1: energy -2529.497546 Ha. Number 2: energy -1070.392592 Ha. Number 3: energy -3046.895198 Ha. Number 4: energy -571.380156 Ha. Number 5: energy -3280.585660 Ha.